#i
The following is a DFT calculation (wB97M-V/def2-TZVPD) of a cluster of 2 separate species, C4H12N2O in total.

Geometry as XYZ:
```
19
Properties=species:S:1:pos:R:3:lowdin_charge:R:1
O -0.60 0.81 -1.46 -0.1255
N 0.11 -2.34 -0.02 0.0468
N 0.94 0.21 0.93 -0.0621
C -0.46 1.74 -0.57 -0.3774
C 0.80 1.52 0.42 -0.1849
C -0.02 -0.05 1.99 -0.1170
C -0.35 -1.87 -1.24 -0.2294
H -1.39 -1.50 -1.20 0.1126
H -1.03 -0.02 1.58 0.0779
H 0.68 2.24 1.23 0.1139
H 0.12 -3.36 -0.08 0.0473
H 0.83 -0.59 0.30 0.0337
H -1.31 1.75 0.15 0.1136
H 0.09 0.68 2.78 0.0773
H 0.15 -1.03 2.41 0.0723
H -0.25 -2.61 -2.04 0.0802
H 0.22 -0.93 -1.54 0.0950
H -0.35 2.77 -0.96 0.1086
H 1.65 1.86 -0.18 0.1170
```

Calculated values
Orbital gap (eV): 4.684
E_HOMO (eV): -7.707

#ii
The following is a DFT calculation (wB97M-V/def2-TZVPD) of an isolated molecule of C4H12N2O.

Geometry as XYZ:
```
19
Properties=species:S:1:pos:R:3:lowdin_charge:R:1
O 2.12 0.68 2.61 -0.0511
N 0.51 0.55 0.95 -0.0489
N -0.96 -1.15 -2.12 -0.0058
C -0.46 -0.12 0.07 -0.3890
C 1.73 -0.03 1.44 -0.2987
C -1.73 0.80 0.03 -0.0222
C 0.12 -0.54 -1.28 -0.2451
H -1.42 -0.46 -2.69 0.0503
H -2.18 0.67 -0.95 0.0591
H 1.25 0.89 2.93 0.0639
H -1.40 1.80 0.30 0.0650
H -2.39 0.43 0.81 0.0755
H -0.71 -1.09 0.52 0.1322
H 0.90 -1.31 -1.24 0.1109
H 0.45 1.52 0.68 0.1039
H 1.46 -1.07 1.70 0.1239
H -0.48 -1.82 -2.68 0.0512
H 0.63 0.26 -1.83 0.1106
H 2.57 0.00 0.75 0.1140
```

Calculated values
Orbital gap (eV): 9.801
SMILES string: C[C@@H](CN)NCO
E_HOMO (eV): -8.859

Stability, descending: #ii, #i

#i
The following is a DFT calculation (wB97M-V/def2-TZVPD) of an isolated molecule of C4H12N2O.

Geometry as XYZ:
```
19
Properties=species:S:1:pos:R:3:lowdin_charge:R:1
O -0.13 3.07 0.94 -0.1241
N 0.57 1.02 -0.24 -0.0731
N -0.98 -1.07 -0.72 -0.0886
C -1.08 -2.58 -1.27 -0.0713
C -0.02 -1.20 0.46 -0.2504
C 0.80 2.52 0.05 -0.2685
C 0.51 0.20 0.91 -0.2588
H 0.22 0.96 -1.13 0.0599
H -0.29 -1.88 1.27 0.1053
H -1.53 -3.40 -0.62 0.0932
H 1.77 2.59 0.66 0.1214
H -0.14 -2.96 -1.80 0.0936
H 0.87 3.16 -0.86 0.1252
H 1.55 0.04 1.49 0.1542
H 0.23 3.14 1.94 0.1567
H -1.85 -2.44 -1.93 0.0056
H -0.33 0.55 1.60 0.1185
H 0.83 -1.62 0.00 0.0650
H -1.00 -0.09 -0.75 0.0362
```

Calculated values
Orbital gap (eV): 9.068
SMILES string: CNCCNCO
E_HOMO (eV): -8.196

#ii
The following is a DFT calculation (wB97M-V/def2-TZVPD) of a cluster of 2 separate species, C4H12N2O in total.

Geometry as XYZ:
```
19
Properties=species:S:1:pos:R:3:lowdin_charge:R:1
O -0.66 -2.52 -2.75 -0.1811
N -2.07 -0.64 -0.97 -0.0088
N 1.71 1.32 0.69 -0.0834
C -1.50 0.31 0.11 -0.2193
C -0.28 -0.37 0.80 -0.2115
C 2.77 1.91 1.20 -0.0975
C 0.56 0.75 1.51 -0.2311
H 2.84 2.12 2.35 0.0832
H -0.94 1.08 -0.43 0.1067
H 0.43 -0.67 0.01 0.0932
H -2.95 -0.90 -0.57 0.0658
H 0.02 -3.07 -2.26 0.0403
H -0.32 -1.29 1.43 0.1140
H 3.74 1.96 0.48 0.1047
H -2.42 -0.17 -1.76 0.0560
H -2.22 0.60 0.95 0.1312
H -0.04 1.64 1.65 0.1012
H 1.23 0.42 2.32 0.1012
H -0.96 -1.91 -1.93 0.0355
```

Calculated values
Orbital gap (eV): 10.228
SMILES string: C=NCCCN.O
E_HOMO (eV): -9.278

#iii
The following is a DFT calculation (wB97M-V/def2-TZVPD) of an isolated molecule of C4H12N2O.

Geometry as XYZ:
```
19
Properties=species:S:1:pos:R:3:lowdin_charge:R:1
O 0.22 -1.10 1.88 -0.1669
N -1.32 -0.18 -0.07 -0.0452
N 1.94 0.46 1.32 0.0058
C -0.66 0.25 -1.33 -0.2532
C 1.53 -0.97 1.52 -0.4057
C -0.87 1.76 -1.47 -0.0897
C -0.78 -1.28 0.52 -0.1220
H 2.23 -1.33 2.30 0.1097
H 1.05 0.96 1.44 0.0561
H -1.04 -0.32 -2.18 0.1142
H -1.94 1.95 -1.34 0.0707
H -0.53 2.30 -2.36 0.0736
H -2.33 -0.19 -0.19 0.1298
H -0.30 2.24 -0.68 0.0657
H 0.39 0.02 -1.20 0.0906
H 2.07 0.60 0.31 0.0433
H 1.81 -1.52 0.59 0.1030
H -1.47 -1.93 1.03 0.1219
H 0.01 -1.72 -0.08 0.0982
```

Calculated values
Orbital gap (eV): 9.856
SMILES string: CCNCOCN
E_HOMO (eV): -9.011

#iv
The following is a DFT calculation (wB97M-V/def2-TZVPD) of an isolated molecule of C4H12N2O.

Geometry as XYZ:
```
19
Properties=species:S:1:pos:R:3:lowdin_charge:R:1
O 0.18 -2.14 -2.28 -0.0549
N -0.72 1.88 0.37 0.0173
N -0.76 -0.91 -0.36 -0.0443
C 0.85 1.46 2.25 -0.0536
C 0.00 -0.50 0.80 -0.2223
C 0.36 0.96 0.85 -0.4468
C -0.02 -0.91 -1.61 -0.3234
H 1.59 0.65 2.41 0.0788
H 0.95 -1.05 0.63 0.1242
H 0.05 1.37 2.97 0.0727
H -1.73 -0.63 -0.46 0.1083
H -0.75 1.86 -0.64 0.0523
H 0.07 -2.80 -1.58 0.0833
H -0.49 2.83 0.63 0.0567
H -0.59 -0.26 -2.29 0.1154
H 1.34 2.42 2.23 0.0691
H 0.98 -0.43 -1.52 0.1225
H -0.36 -0.86 1.76 0.1191
H 1.15 1.15 0.08 0.1259
```

Calculated values
Orbital gap (eV): 10.021
SMILES string: C[C@H](N)CNCO
E_HOMO (eV): -9.081

Stability, descending: #iv, #iii, #ii, #i

#i
The following is a DFT calculation (wB97M-V/def2-TZVPD) of a structure of composition C4H12N2O.

Geometry as XYZ:
```
19
Properties=species:S:1:pos:R:3:lowdin_charge:R:1
O 2.74 -0.41 0.15 0.0168
N -2.77 0.32 -0.67 -0.0270
N 0.78 0.63 -0.40 -0.0318
C 1.55 -0.47 -0.14 -0.6514
C 0.75 -1.78 -0.06 -0.0536
C 1.36 1.85 0.26 -0.1055
C -3.29 -0.19 0.63 -0.1880
H -3.14 0.56 1.33 0.0392
H -3.07 1.17 -0.88 -0.0071
H -4.30 -0.47 0.94 0.0710
H -2.67 -1.05 0.89 0.0524
H 2.28 1.85 -0.15 0.0082
H -3.11 -0.45 -1.30 0.1000
H 1.37 1.73 1.37 0.0950
H -0.44 -1.78 0.10 0.0669
H -0.40 0.55 -0.05 0.2021
H 0.97 2.91 -0.14 0.1235
H 0.95 -2.49 -1.03 0.1086
H 1.40 -2.29 1.06 0.1806
```

Calculated values
Orbital gap (eV): 10.127
E_HOMO (eV): -9.490

#ii
The following is a DFT calculation (wB97M-V/def2-TZVPD) of an isolated molecule of C4H12N2O.

Geometry as XYZ:
```
19
Properties=species:S:1:pos:R:3:lowdin_charge:R:1
O 1.39 1.34 0.85 -0.1107
N 0.34 -1.40 1.87 0.0027
N -0.40 0.96 -2.18 0.0032
C 1.22 0.86 -0.51 -0.1970
C -0.89 -0.95 1.21 -0.2990
C -0.77 -0.71 -0.31 -0.1700
C -0.33 0.72 -0.72 -0.3291
H -1.19 1.54 -2.46 0.0670
H 1.57 1.64 -1.18 0.0949
H 2.27 1.11 1.19 0.0857
H -0.88 1.54 -0.27 0.1432
H 0.24 -1.40 2.87 0.0652
H -1.62 -1.81 1.21 0.1097
H -0.62 0.16 -2.78 0.0687
H 1.82 -0.05 -0.64 0.1207
H 1.06 -0.78 1.55 0.0277
H -1.45 -0.20 1.75 0.1022
H -0.08 -1.50 -0.61 0.1138
H -1.66 -1.06 -0.84 0.1012
```

Calculated values
Orbital gap (eV): 9.946
SMILES string: NCC[C@H](N)CO
E_HOMO (eV): -8.947

#iii
The following is a DFT calculation (wB97M-V/def2-TZVPD) of an isolated molecule of C4H12N2O.

Geometry as XYZ:
```
19
Properties=species:S:1:pos:R:3:lowdin_charge:R:1
O -1.64 1.50 1.59 -0.0935
N 0.37 0.79 0.58 -0.0651
N 0.94 -1.31 -1.05 -0.1427
C 0.10 -2.33 -0.32 -0.0974
C -0.51 0.56 1.76 -0.2041
C 0.41 -0.20 -1.73 -0.2605
C 0.49 1.14 -0.84 -0.1884
H 1.28 1.02 0.98 0.0984
H 1.68 -1.84 -1.48 0.0974
H -0.06 -3.25 -0.83 0.0476
H -0.25 1.88 -1.18 0.0964
H -1.01 -0.43 1.71 0.0939
H -0.64 -0.29 -1.94 0.0885
H -0.09 0.63 2.75 0.1073
H -1.37 1.79 0.71 0.0393
H -0.90 -1.87 -0.19 0.0720
H 1.47 1.53 -1.19 0.1104
H 0.55 -2.53 0.67 0.0765
H 0.93 -0.01 -2.71 0.1241
```

Calculated values
Orbital gap (eV): 9.271
SMILES string: CNCCNCO
E_HOMO (eV): -8.336

Stability, descending: #ii, #iii, #i

#i
The following is a DFT calculation (wB97M-V/def2-TZVPD) of an isolated molecule of C4H12N2O.

Geometry as XYZ:
```
19
Properties=species:S:1:pos:R:3:lowdin_charge:R:1
O 1.53 0.49 3.12 -0.0706
N 0.60 -0.07 -2.61 -0.0118
N -0.53 0.12 0.13 -0.0979
C -0.79 -0.32 -2.25 -0.2902
C -0.07 -0.23 1.45 -0.2217
C -1.01 -0.85 -0.82 -0.2433
C 0.70 0.94 2.04 -0.2579
H -0.88 -0.54 2.11 0.1175
H -0.73 1.09 -0.07 0.1178
H -0.61 -1.86 -0.77 0.1146
H 0.65 -1.05 1.42 0.1219
H -1.22 -1.00 -2.97 0.0981
H 0.09 1.75 2.43 0.1121
H 2.37 0.94 2.98 0.0767
H 1.13 -0.93 -2.49 0.0622
H -1.37 0.60 -2.35 0.1050
H -2.09 -0.99 -0.69 0.1043
H 1.00 0.52 -1.88 0.0494
H 1.25 1.38 1.20 0.1138
```

Calculated values
Orbital gap (eV): 9.291
SMILES string: NCCNCCO
E_HOMO (eV): -8.430

#ii
The following is a DFT calculation (wB97M-V/def2-TZVPD) of an isolated molecule of C4H12N2O.

Geometry as XYZ:
```
19
Properties=species:S:1:pos:R:3:lowdin_charge:R:1
O -2.44 1.35 0.88 -0.0707
N 2.89 -1.07 -0.42 -0.0020
N 0.89 0.02 0.32 -0.0304
C -0.46 0.32 -0.08 -0.4126
C 1.82 -0.16 -0.86 -0.2716
C -1.24 -0.70 -0.92 -0.0727
C -1.31 0.52 1.17 -0.2465
H -0.67 1.02 1.92 0.1229
H 2.09 0.87 -1.08 0.1122
H 3.22 -1.53 -1.26 0.0606
H 2.51 -1.86 0.10 0.0581
H -2.14 -0.26 -1.35 0.0794
H 1.29 -0.62 -1.68 0.0804
H 0.96 -0.84 0.85 0.1020
H -1.58 -1.69 -0.58 0.0815
H -0.63 -1.02 -1.79 0.0579
H -1.62 -0.46 1.55 0.1140
H -0.60 1.27 -0.62 0.1487
H -2.52 1.94 1.65 0.0888
```

Calculated values
Orbital gap (eV): 9.976
SMILES string: C[C@@H](CO)NCN
E_HOMO (eV): -9.030

#iii
The following is a DFT calculation (wB97M-V/def2-TZVPD) of a cluster of 3 separate species, C4H12N2O in total.

Geometry as XYZ:
```
19
Properties=species:S:1:pos:R:3:lowdin_charge:R:1
O 1.75 -0.70 0.92 -0.0033
N -0.86 -0.80 -0.52 -0.1419
N 1.33 0.96 2.39 0.1345
C 0.89 -0.03 1.59 -0.3687
C 0.12 -1.65 -0.87 -0.2036
C -1.72 -0.37 -1.60 -0.1813
C -0.08 1.35 -0.16 -0.0343
H 2.25 1.34 2.19 0.1174
H 0.24 -2.53 -0.23 0.0830
H -2.39 -1.20 -1.82 0.0840
H -2.33 0.48 -1.29 0.0680
H 0.97 1.61 -0.09 -0.0009
H 1.21 -1.15 0.02 0.0684
H -0.44 1.53 -1.17 -0.0146
H -0.71 1.84 0.58 0.0020
H 0.40 -1.78 -1.92 0.0745
H 0.66 1.61 2.76 0.1079
H -1.19 -0.12 -2.53 0.0792
H -0.11 -0.40 1.75 0.1298
```

Calculated values
Orbital gap (spin up / spin down) (eV): 7.474 / 7.464
E_HOMO (spin up / spin down) (eV): -6.733 / -6.728

Stability, descending: #i, #ii, #iii